Molecular formula: C4H10N2O2
Method: DFT, ωB97M-V/def2-TZVPD

Its spin multiplicity is 1. The calculation puts the energy above the lowest of the compared OMol25 structures with the same formula, charge and spin at 783.3 kJ/mol. Its highest occupied orbital energy (alpha / beta) is -9.2 / -8.5 eV. As for the charge: 0.

```
18
Properties=species:S:1:pos:R:3:forces:R:3
C 1.44566 0.20446 1.33079 -4.85 0.97 0.48
N -2.17841 0.90082 0.15822 3.63 -1.78 -0.56
H 1.77802 -0.73290 1.09447 1.37 -2.51 0.05
C -3.10141 -1.16455 0.01064 -3.34 -3.76 0.20
H 0.72689 0.16078 2.25493 1.39 -0.04 -1.59
H -2.19588 -1.73672 0.07761 0.89 0.43 -1.01
N -3.10928 0.20192 0.07581 -2.12 2.30 -0.04
H 2.24495 1.39637 -1.05454 -0.32 -0.07 -0.23
H 0.13965 1.47362 0.10999 -0.96 1.66 0.73
H 0.69630 1.12986 -1.97691 -0.16 0.73 -0.31
H 1.70081 -0.17689 -1.72000 0.47 -0.55 0.28
O -1.71814 1.96896 0.14644 -0.56 1.62 0.31
O -0.36634 -0.39462 -0.16386 -2.91 -1.02 0.13
C 1.38494 0.74062 -1.24782 0.06 -0.32 0.50
H 2.18949 0.90604 1.51017 1.43 1.23 0.17
H -3.59229 -1.53210 0.94114 -0.17 0.38 -0.42
C 0.54087 0.49866 0.05604 4.05 0.53 -0.01
H -3.90691 -1.44285 -0.80550 2.10 0.21 1.32
```
Positions in Å, forces in eV/Å.